CH7N | ωB97M-V/def2-TZVPD

Values from the calculation:
HOMO-LUMO gap (Ha): 0.4140
SMILES string: C.N
E_HOMO (eV): -10.20
Relative energy (zero: lowest compared OMol25 entry of this formula, charge and spin) (kcal/mol): 4.51
LUMO level (eV): 1.065

Last column: Löwdin charge in e.
Geometry (Å):
C1 -1.6743 0.3706 0.3954  -0.024
H1 -2.3488 -0.3651 0.7632  0.012
H2 -1.8737 0.4148 -0.6615  0.025
H3 -0.6792 0.0348 0.5743  -0.027
H4 -1.7724 1.2418 0.9810  0.009
N1 1.7083 -0.4622 -0.3803  0.004
H5 0.9779 -0.4943 -1.0630  -0.011
H6 1.4052 0.0112 0.4893  0.012
H7 2.3786 0.1683 -0.7935  0.000